Entry 1:
Computed, not measured: a cluster of 2 separate species, C28H58NO3 in total, with ωB97M-V with the def2-TZVPD basis set.

The calculation puts the LUMO energy at -2.1 eV. The value obtained for the electronic energy is -37603.706 eV.

Geometry as ORCA input:
```
! wB97M-V def2-TZVPD RIJCOSX def2/J DEFGRID3
* xyz 1 1
C 0.60234 2.06573 3.44851
C 0.02959 3.20865 4.30062
C 0.56543 3.28533 5.72963
C -0.19119 2.43282 6.75549
C -0.59862 1.02343 6.32723
C 0.43219 -0.09018 6.60515
C 1.90704 0.31203 6.60395
C 2.79950 -0.88663 6.27480
C 4.29610 -0.55587 6.26317
C 4.88510 -0.47342 4.85682
C 4.23798 0.63085 4.01050
C 5.16639 1.17044 2.90354
C 4.56349 1.04528 1.48814
C 5.01098 -0.21747 0.74153
C 4.04345 -1.38928 0.91336
C 2.64675 -1.12452 0.39200
O 2.69008 -0.25574 -0.77640
C 1.66717 -0.50761 -1.63433
O 0.46272 -0.35213 -1.38477
O 2.10616 -0.91585 -2.84678
H 1.34082 1.47695 3.98061
H -0.18825 1.37540 3.16120
H 1.04660 2.41697 2.52254
H -1.05621 3.17899 4.30103
H 0.28598 4.14682 3.81457
H 1.63744 3.11190 5.73908
H 0.45167 4.32071 6.04870
H 0.36427 2.36848 7.68817
H -1.10422 2.97745 6.98475
H -1.48358 0.76388 6.90391
H -0.90990 0.98217 5.28809
H 0.28243 -0.93583 5.93926
H 0.22230 -0.47663 7.60171
H 2.13095 1.08028 5.87383
H 2.20575 0.65415 7.59033
H 2.49650 -1.33975 5.33258
H 2.63066 -1.63755 7.04595
H 4.50733 0.38701 6.76417
H 4.84119 -1.32861 6.79985
H 4.78803 -1.43450 4.35047
H 5.95455 -0.29458 4.93851
H 3.30724 0.28577 3.57141
H 4.00415 1.44229 4.69548
H 5.43694 2.20373 3.08795
H 6.09481 0.60602 2.90425
H 4.85755 1.91440 0.90584
H 3.48006 1.05895 1.56792
H 5.17086 -0.01212 -0.31161
H 5.96836 -0.53696 1.14433
H 3.94478 -1.57820 1.98102
H 4.48023 -2.27995 0.47106
H 2.00218 -0.69393 1.14942
H 2.19293 -2.06868 0.09609
H 3.04951 -1.09044 -2.76321
C -3.71970 -2.24003 -8.32072
C -2.67426 -2.05803 -7.22205
C -3.13051 -2.57039 -5.85682
C -4.31976 -1.90703 -5.18438
N -4.17834 -0.47690 -4.73105
C -4.41863 0.51576 -5.83850
C -5.92143 0.49458 -6.08294
C -6.54900 0.11488 -4.72896
C -5.36469 -0.19011 -3.81574
C -2.90742 -0.22345 -3.94378
C -1.65485 0.19078 -4.73339
C -0.46599 -0.76168 -4.58263
H -4.65872 -1.73212 -8.08512
H -3.35671 -1.83201 -9.26296
H -3.93784 -3.29644 -8.47944
H -2.36676 -1.01256 -7.17664
H -1.77428 -2.60972 -7.49873
H -2.29012 -2.59925 -5.16175
H -3.42044 -3.61816 -5.97913
H -4.53962 -2.47096 -4.27895
H -5.20473 -1.95522 -5.81725
H -4.08551 1.48271 -5.46420
H -3.84754 0.24690 -6.71945
H -6.17710 -0.24637 -6.83910
H -6.27042 1.45359 -6.45702
H -7.20788 -0.74548 -4.83005
H -7.14611 0.92225 -4.31261
H -5.51331 -1.03582 -3.15160
H -5.10568 0.68520 -3.22761
H -2.74076 -1.10899 -3.33215
H -3.15274 0.59088 -3.26846
H -1.34202 1.15499 -4.33170
H -1.86006 0.37548 -5.78589
H -0.40068 -1.15058 -3.57124
H 0.45967 -0.23399 -4.79349
H -0.51263 -1.60315 -5.27594
*
```

How positive or negative is each atom? The Löwdin charges in e answer that: C -0.10; C -0.25; C -0.22; C -0.20; C -0.20; C -0.19; C -0.22; C -0.21; C -0.21; C -0.21; C -0.20; C -0.18; C -0.19; C -0.19; C -0.16; C -0.15; O 0.00; C -0.56; O 0.09; O 0.14; H 0.04; H 0.07; H 0.06; H 0.10; H 0.10; H 0.10; H 0.10; H 0.11; H 0.11; H 0.10; H 0.09; H 0.10; H 0.11; H 0.06; H 0.12; H 0.11; H 0.11; H 0.11; H 0.10; H 0.11; H 0.11; H 0.09; H 0.10; H 0.11; H 0.10; H 0.11; H 0.09; H 0.10; H 0.11; H 0.11; H 0.11; H 0.12; H 0.13; H 0.13; C -0.09; C -0.25; C -0.16; C -0.10; N -0.21; C -0.09; C -0.13; C -0.13; C -0.09; C -0.09; C -0.20; C -0.09; H 0.06; H 0.08; H 0.08; H 0.08; H 0.12; H 0.10; H 0.13; H 0.14; H 0.13; H 0.15; H 0.11; H 0.10; H 0.13; H 0.12; H 0.12; H 0.14; H 0.13; H 0.14; H 0.12; H 0.12; H 0.09; H 0.06; H 0.08; H 0.06

Entry 2:
Computed, not measured: a cluster of 3 separate species, C28H59Br2NO6SSi4 in total, with ωB97M-V with the def2-TZVPD basis set.

As for the energy above the lowest of the compared OMol25 structures with the same formula, charge and spin: 0.00 kJ/mol. The calculation puts the LUMO energy at 0.3 eV. The value obtained for the electronic energy is -226208.982 eV. Its SMILES is CC[C@H](Br)[C@]1(C[C@H](C)Br)OS(=O)(=O)O[C@@]1(N)Cc1ccccc1C.C[Si](C)(C)O[Si](C)(C)C.C[Si](C)(C)O[Si](C)(C)C.

Geometry as ORCA input:
```
! wB97M-V def2-TZVPD RIJCOSX def2/J DEFGRID3
* xyz 0 1
C -3.80016 3.63619 4.03173
C -4.25310 2.26143 3.54804
C -3.24996 1.43207 2.74798
Br -1.85676 0.83503 3.96554
C -2.67100 2.08830 1.46539
C -1.54239 3.11791 1.65258
C -0.07407 2.70461 1.39255
C 0.79270 2.39626 2.60123
Br 0.77697 4.21796 0.44923
O -3.80666 2.88805 0.91672
S -4.82831 2.00373 0.09591
O -5.95738 1.65708 0.88324
O -5.01413 2.60598 -1.17905
O -3.89557 0.72493 -0.00821
C -2.50447 1.06933 0.29675
N -1.93633 -0.15419 0.77486
C -1.93965 1.66761 -1.02430
C -1.34846 0.63708 -1.96606
C -0.07579 0.12037 -1.73169
C 0.49549 -0.81407 -2.56654
C -0.20661 -1.25351 -3.67234
C -1.47161 -0.74698 -3.91954
C -2.05778 0.19798 -3.08874
C -3.44033 0.69938 -3.42517
H -4.64185 4.14248 4.50705
H -3.49225 4.27829 3.20447
H -2.98488 3.57723 4.75321
H -4.48628 1.65407 4.42670
H -5.18249 2.36158 2.99459
H -3.73780 0.51142 2.43370
H -1.58344 3.54218 2.65524
H -1.78698 3.92381 0.96431
H 0.01037 1.90006 0.67342
H 0.58602 3.06867 3.43275
H 0.61499 1.37780 2.94762
H 1.84808 2.46142 2.33780
H -1.98026 -0.86692 0.05562
H -0.97135 -0.03763 1.05389
H -2.75807 2.16516 -1.53843
H -1.19427 2.44199 -0.84834
H 0.51163 0.46049 -0.88711
H 1.49115 -1.19321 -2.37435
H 0.22702 -1.97914 -4.34824
H -2.02105 -1.08201 -4.79131
H -3.50797 1.78469 -3.33856
H -3.67898 0.45499 -4.45919
H -4.19657 0.26384 -2.77053
C 3.97756 4.64138 -2.65550
Si 4.54308 3.11070 -1.74327
C 5.09852 3.59598 -0.02445
C 3.11394 1.92807 -1.60398
O 5.77854 2.38700 -2.55663
Si 7.30429 2.70100 -3.08769
C 7.97162 1.19926 -3.96524
C 8.41733 3.11022 -1.64143
C 7.28799 4.14743 -4.27287
H 4.74800 5.41517 -2.65815
H 3.08673 5.05569 -2.17724
H 3.72716 4.40986 -3.69294
H 5.51475 2.73930 0.51055
H 4.25069 3.97778 0.54956
H 5.86251 4.37552 -0.05577
H 3.39464 1.02275 -1.05928
H 2.73403 1.63033 -2.58351
H 2.30890 2.42836 -1.06029
H 8.01118 0.33295 -3.30221
H 8.98507 1.40244 -4.31777
H 7.35909 0.93571 -4.82952
H 8.12226 4.04659 -1.16344
H 9.45147 3.21589 -1.97608
H 8.38404 2.32260 -0.88565
H 7.00937 5.07422 -3.76711
H 6.57680 3.98145 -5.08473
H 8.27771 4.28953 -4.71207
C -4.74998 -6.59613 1.69661
Si -2.95013 -7.08232 1.55683
C -2.39860 -7.84956 3.17074
C -2.75794 -8.33182 0.18884
O -2.03087 -5.75931 1.21591
Si -1.64464 -4.28725 1.83984
C -0.45986 -3.41070 0.69242
C -0.82642 -4.48659 3.50922
C -3.18248 -3.24324 2.03265
H -4.92545 -5.95194 2.56052
H -5.37326 -7.48582 1.80991
H -5.08262 -6.06167 0.80432
H -1.32854 -8.06728 3.15708
H -2.93291 -8.78559 3.34666
H -2.59604 -7.18664 4.01559
H -1.71985 -8.65218 0.08234
H -3.08776 -7.92851 -0.77047
H -3.36315 -9.21332 0.41074
H 0.46485 -3.97529 0.55904
H -0.20229 -2.43705 1.11733
H -0.89754 -3.24794 -0.29596
H -1.52132 -4.89454 4.24600
H -0.47658 -3.51965 3.87782
H 0.03204 -5.15918 3.44931
H -3.85264 -3.66086 2.78720
H -3.73641 -3.17816 1.09294
H -2.91628 -2.22845 2.33886
*
```

Atomic partial charges in e from the Löwdin method, atoms 1 to 99: C -0.10; C -0.28; C -0.59; Br 0.83; C -0.35; C -0.17; C -0.69; C -0.18; Br 0.75; O -0.16; S 0.60; O -0.21; O -0.21; O -0.14; C -0.43; N 0.15; C -0.03; C -0.16; C -0.06; C -0.09; C -0.08; C -0.04; C -0.21; C -0.03; H 0.08; H 0.07; H 0.06; H 0.10; H 0.10; H 0.09; H 0.10; H 0.10; H 0.04; H 0.08; H 0.02; H 0.06; H 0.10; H 0.08; H 0.09; H 0.10; H 0.10; H 0.11; H 0.10; H 0.11; H 0.08; H 0.08; H 0.09; C -0.15; Si 0.33; C -0.16; C -0.17; O -0.27; Si 0.34; C -0.17; C -0.16; C -0.16; H 0.03; H 0.02; H 0.04; H 0.04; H 0.02; H 0.03; H 0.04; H 0.04; H -0.03; H 0.03; H 0.03; H 0.03; H 0.02; H 0.03; H 0.04; H 0.02; H 0.04; H 0.03; C -0.16; Si 0.34; C -0.16; C -0.16; O -0.27; Si 0.35; C -0.16; C -0.16; C -0.16; H 0.03; H 0.03; H 0.04; H 0.04; H 0.03; H 0.02; H 0.03; H 0.03; H 0.03; H 0.04; H 0.02; H 0.03; H 0.03; H 0.03; H 0.04; H 0.03

What maximum force values result from the calculations? In sequence: 3.37; 0.69 eV/Å.